{"formula": "C8H10Br2S", "method": "ωB97M-V/def2-TZVPD", "e_homo_ev": -8.449, "de_lowest_kcal_mol": 0.00, "e_tot_ev": -159378.4128, "max_force_ha_per_bohr": 0.0129, "species": ["Br", "Br", "C", "C", "C", "C", "C", "C", "H", "H", "H", "H", "S", "C", "C", "H", "H", "H", "H", "H", "H"], "positions_angstrom": [[-0.191, -0.596, 3.493], [1.720, 5.544, 2.348], [1.475, 1.680, 3.829], [-0.354, 1.957, 2.257], [1.883, 2.991, 3.584], [0.054, 3.268, 2.013], [0.360, 1.174, 3.163], [1.169, 3.774, 2.678], [2.027, 1.051, 4.540], [-1.230, 1.544, 1.740], [2.760, 3.404, 4.101], [-0.498, 3.897, 1.302], [2.778, 1.118, 0.339], [1.432, 0.156, -0.371], [3.481, -0.163, 1.391], [0.875, 0.808, -1.065], [0.737, -0.202, 0.408], [1.810, -0.715, -0.932], [2.752, -0.516, 2.140], [3.824, -1.028, 0.799], [4.348, 0.267, 1.920]], "mulliken_charge": [-0.095, -0.184, -0.345, -0.347, -0.356, -0.355, -0.017, 0.075, 0.404, 0.405, 0.387, 0.387, -0.046, -0.707, -0.706, 0.283, 0.132, 0.335, 0.131, 0.335, 0.284]}

***

{"formula": "C8H10BrIN3", "method": "ωB97M-V/def2-TZVPD", "e_homo_ev": [-11.086, -11.110], "de_lowest_kcal_mol": 0.00, "e_tot_ev": -91061.5434, "charge": 1, "max_force_ha_per_bohr": 0.1109, "species": ["C", "C", "C", "C", "C", "C", "C", "C", "N", "N", "N", "Br", "I", "H", "H", "H", "H", "H", "H", "H", "H", "H", "H"], "positions_angstrom": [[0.697, 1.129, -0.230], [-1.139, -0.338, 0.428], [0.073, 0.460, 0.749], [-1.475, -0.541, -1.012], [-1.541, -0.803, 1.704], [0.260, 1.220, -1.643], [-0.530, -0.096, -2.017], [1.352, 0.937, 2.833], [-0.697, -0.412, 2.597], [0.208, 0.441, 2.147], [0.434, -1.312, -2.120], [-2.655, -1.905, -1.559], [-3.097, -2.222, 2.148], [1.625, 1.785, 0.044], [-0.344, 2.033, -1.521], [1.007, 1.344, -2.352], [-1.039, 0.072, -3.002], [1.838, 0.142, 3.410], [1.908, 1.538, 2.075], [1.021, 1.632, 3.659], [1.421, -1.290, -2.456], [-0.009, -2.083, -2.710], [0.680, -1.729, -1.172]], "mulliken_charge": [-0.863, 1.069, 0.756, -0.227, -0.511, -1.157, -0.177, -0.715, -0.819, 0.541, -0.353, -0.083, 0.157, 0.123, 0.379, 0.501, 0.392, 0.309, 0.188, 0.301, 0.359, 0.408, 0.422]}

***

{"formula": "C8H10BrIO2", "method": "ωB97M-V/def2-TZVPD", "e_homo_ev": [-8.039, -7.934], "de_lowest_kcal_mol": 74.03, "e_tot_ev": -90688.9892, "max_force_ha_per_bohr": 0.0926, "species": ["C", "C", "C", "C", "C", "C", "C", "C", "O", "O", "Br", "I", "H", "H", "H", "H", "H", "H", "H", "H", "H", "H"], "positions_angstrom": [[0.455, 0.871, -1.883], [1.327, -0.242, -1.716], [-0.640, 1.170, -1.214], [0.977, -1.408, -1.087], [-1.137, 0.539, -0.007], [-0.031, 0.375, 0.999], [2.773, -1.802, 0.339], [-3.194, 0.725, 1.279], [1.619, -2.254, -0.392], [-2.182, 1.353, 0.519], [0.667, 2.166, 1.447], [-0.006, -1.033, 2.538], [0.827, 1.403, -2.818], [2.413, -0.125, -1.927], [-1.215, 2.128, -1.542], [-1.474, -0.382, -0.175], [3.622, -1.806, -0.399], [2.958, -2.600, 1.045], [2.676, -0.806, 0.703], [-3.926, 1.381, 1.358], [-2.805, 0.374, 2.241], [-3.703, -0.028, 0.691]], "mulliken_charge": [-0.217, -0.088, -0.501, -0.170, -0.073, -0.428, -0.797, -0.791, -0.235, -0.347, -0.077, 0.168, 0.287, 0.327, 0.201, 0.845, 0.334, 0.235, 0.394, 0.380, 0.224, 0.329]}

***

{"formula": "C8H10BrN3", "method": "ωB97M-V/def2-TZVPD", "e_homo_ev": [-7.562, -7.466], "de_lowest_kcal_mol": 81.66, "e_tot_ev": -82966.8785, "max_force_ha_per_bohr": 0.0945, "species": ["C", "C", "C", "C", "C", "C", "C", "C", "N", "N", "N", "Br", "H", "H", "H", "H", "H", "H", "H", "H", "H", "H"], "positions_angstrom": [[-3.039, 1.500, 0.381], [-1.936, 2.162, -0.269], [-2.826, 0.202, 0.792], [-0.862, 1.481, -0.775], [-1.752, -0.547, 0.263], [-0.712, 0.105, -0.440], [0.425, -0.585, -0.966], [3.436, 0.483, 1.416], [0.670, -1.936, -0.980], [2.465, -0.283, 1.468], [1.658, -2.583, -1.458], [4.749, 0.679, -0.101], [-3.736, 2.004, 0.880], [-1.879, 3.220, -0.323], [-3.354, -0.347, 1.483], [-0.093, 1.974, -1.319], [-1.617, -1.526, 0.603], [1.109, -0.057, -1.574], [3.878, 0.980, 2.219], [-0.083, -2.488, -0.477], [1.951, -0.809, 0.770], [1.549, -3.629, -1.592]], "mulliken_charge": [-0.910, -0.195, -0.323, -0.773, -0.764, 1.631, -1.000, -0.088, 0.530, -0.481, -1.001, -0.207, 0.431, 0.387, 0.432, 0.360, 0.261, 0.452, 0.422, 0.220, 0.393, 0.221]}

***

{"formula": "C8H10BrNO2", "method": "ωB97M-V/def2-TZVPD", "e_homo_ev": -9.400, "de_lowest_kcal_mol": 54.33, "e_tot_ev": -84081.0482, "max_force_ha_per_bohr": 0.0668, "species": ["C", "C", "C", "C", "C", "C", "C", "C", "N", "O", "O", "Br", "H", "H", "H", "H", "H", "H", "H", "H", "H", "H"], "positions_angstrom": [[2.597, -0.279, 0.306], [2.262, 0.520, -0.904], [1.646, -0.776, 1.058], [1.006, 0.846, -1.217], [0.210, -0.559, 0.618], [-0.074, 0.635, -0.265], [-2.582, 0.542, 0.476], [-1.575, 0.721, -0.666], [-0.141, -1.861, -0.005], [-0.607, -2.695, 0.714], [0.187, -2.160, -1.170], [-0.001, 2.080, 1.405], [3.652, -0.405, 0.568], [2.988, 0.765, -1.651], [1.889, -1.306, 1.959], [0.878, 1.273, -2.193], [-0.317, -0.457, 1.533], [-2.519, -0.382, 0.994], [-3.461, 0.568, -0.044], [-2.538, 1.168, 1.277], [-1.829, 1.687, -1.187], [-1.671, 0.075, -1.606]], "mulliken_charge": [-0.359, -0.215, -0.867, -0.899, -0.342, 0.519, -1.453, -0.388, 1.190, -0.631, -0.604, -0.167, 0.384, 0.425, 0.490, 0.369, 0.576, 0.382, 0.430, 0.445, 0.350, 0.365]}

***

{"formula": "C8H10BrNSn", "method": "ωB97M-V/def2-TZVPD", "e_homo_ev": -7.263, "de_lowest_kcal_mol": 12.44, "e_tot_ev": -85814.7894, "max_force_ha_per_bohr": 0.1791, "species": ["C", "C", "C", "C", "C", "Sn", "C", "C", "C", "N", "H", "H", "H", "H", "H", "H", "H", "H", "H", "H", "Br"], "positions_angstrom": [[-0.746, -1.341, -0.970], [-0.184, -0.260, -1.702], [-1.139, 0.799, -1.745], [-2.288, 0.374, -1.023], [-2.044, -0.946, -0.536], [-0.519, 0.437, 0.604], [1.700, 1.455, 0.329], [2.030, 0.211, 0.697], [2.612, -0.945, 0.947], [-0.245, -0.486, 2.017], [-1.006, 1.768, -2.230], [0.809, -0.250, -2.157], [-3.191, 0.960, -0.846], [-2.726, -1.544, 0.069], [-0.257, -2.290, -0.747], [1.602, 1.726, -0.729], [-0.053, -1.182, 2.748], [1.607, 2.258, 1.069], [3.705, -1.025, 0.857], [2.044, -1.831, 1.241], [-1.712, 2.113, 2.108]], "mulliken_charge": [-0.334, -0.589, -0.407, -0.618, -0.437, 0.463, -0.761, 0.521, -0.672, -0.243, 0.392, 0.487, 0.499, 0.430, 0.402, 0.351, 0.076, 0.295, 0.269, 0.296, -0.421]}

***

{"formula": "C8H10Cl2N2O3S", "method": "ωB97M-V/def2-TZVPD", "e_homo_ev": -9.229, "e_tot_ev": -53449.6821, "max_force_ha_per_bohr": 0.2353, "species": ["C", "C", "S", "C", "N", "O", "C", "N", "C", "O", "O", "C", "Cl", "C", "C", "Cl", "H", "H", "H", "H", "H", "H", "H", "H", "H", "H"], "positions_angstrom": [[2.128, -2.411, 0.234], [2.061, -0.986, 1.078], [2.682, 0.411, -0.010], [1.525, 1.903, 0.048], [0.208, 1.629, -0.647], [0.274, 2.257, -1.853], [0.760, 1.236, -2.834], [1.505, 0.342, -3.449], [-0.968, 2.275, 0.053], [-0.934, 3.386, 0.801], [-2.309, 1.634, -0.161], [-2.595, 0.720, 0.977], [-2.919, 1.456, 2.688], [-2.636, -0.783, 0.770], [-2.371, -1.393, -0.762], [-3.016, -1.887, 2.254], [3.111, -2.459, -0.421], [2.153, -3.363, 0.932], [1.179, -2.558, -0.472], [2.825, -1.118, 1.982], [0.990, -0.827, 1.528], [1.427, 2.326, 1.140], [2.061, 2.758, -0.587], [-2.811, -0.567, -1.495], [-3.086, -2.341, -0.835], [-1.244, -1.641, -0.956]], "mulliken_charge": [-0.815, -0.297, -0.078, -0.681, 0.480, -0.303, 0.410, -0.379, 0.289, -0.450, -0.278, 0.159, -0.140, 0.258, -0.637, -0.178, 0.275, 0.306, 0.136, 0.299, 0.224, 0.386, 0.315, 0.237, 0.336, 0.127]}

***

{"formula": "C8H10ClCuN2", "method": "ωB97M-V/def2-TZVPD", "e_homo_ev": [-10.825, -10.825], "multiplicity": 2, "de_lowest_kcal_mol": 0.00, "e_tot_ev": -68592.1940, "charge": 1, "max_force_ha_per_bohr": 0.0316, "species": ["Cu", "Cl", "N", "C", "C", "C", "C", "H", "H", "H", "H", "H", "N", "C", "C", "C", "C", "H", "H", "H", "H", "H"], "positions_angstrom": [[-4.370, 14.466, 0.089], [-2.437, 13.927, -1.249], [1.912, 11.952, -2.679], [1.819, 10.634, -2.340], [0.778, 10.492, -1.395], [0.235, 11.734, -1.188], [0.910, 12.628, -2.072], [2.631, 12.370, -3.249], [2.530, 9.933, -2.749], [0.538, 9.568, -0.898], [-0.599, 11.894, -0.525], [0.933, 13.704, -2.167], [-5.407, 18.592, -0.076], [-4.266, 18.417, 0.649], [-3.516, 17.438, 0.053], [-4.241, 17.037, -1.110], [-5.371, 17.811, -1.200], [-6.074, 19.329, 0.079], [-4.109, 18.943, 1.576], [-2.612, 16.986, 0.425], [-4.003, 16.233, -1.792], [-6.224, 17.781, -1.855]], "lowdin_spin": [0.001, 0.007, 0.051, 0.350, 0.075, 0.133, 0.358, -0.002, 0.013, 0.000, 0.001, 0.012, 0.000, 0.000, 0.000, 0.000, 0.000, 0.000, 0.000, 0.000, 0.000, 0.000]}